Molecular formula: C5H9NO2
Method: DFT, wB97M-V/def2-TZVPD

SMILES = CC(=O)N(C)CC=O
molecular weight = 115.13 g/mol
multiplicity = 1
electronic energy = -10914.81360 eV
Kohn-Sham gap = 9.7 eV
relative energy (zero: lowest compared OMol25 entry of this formula, charge and spin) = 1.7621 eV

Each line ends with the natural charge from an NBO analysis.
Geometry (Å):
C -2.4759 0.9042 0.5098  -0.731
C -1.3314 -0.0563 0.3387  0.737
N -0.0211 0.4901 0.6473  -0.537
C 0.6190 -0.1562 1.7851  -0.410
C 0.7530 0.7188 -0.5566  -0.334
C 1.6471 -0.4119 -1.0380  0.432
O 2.4123 -0.2956 -1.9472  -0.509
O -1.4746 -1.1896 -0.0365  -0.539
H -3.0356 1.0110 -0.4185  0.245
H -3.1385 0.4938 1.2738  0.246
H -2.1262 1.8578 0.8658  0.232
H 1.0088 0.6009 2.4583  0.198
H 1.4521 -0.8094 1.5262  0.186
H -0.1067 -0.7951 2.2928  0.213
H 0.0825 0.9315 -1.3822  0.235
H 1.3169 1.6563 -0.4862  0.224
H 1.5210 -1.3547 -0.4640  0.111